108
Properties=species:S:1:pos:R:3:forces:R:3 method="wB97M-V/def2-TZVPD" smiles="O=C1C=C(O)C(=O)C=C1O.O=C1C=C(O)C(=O)C=C1O.ClC(Cl)Cl.CCOCC.CCOCC.CCOCC.CCOCC.CCOCC" total_charge=0 relative_energy_ev=0.000
H -3.398 -4.385 4.317 -0.23 -0.01 -0.28
H -5.485 2.109 5.788 -0.11 0.02 -0.01
H -2.412 -2.232 0.169 0.00 0.04 -0.06
H -5.481 3.818 1.535 0.18 -0.06 0.02
O -3.575 -0.370 1.632 -0.21 0.13 0.09
C -1.569 -3.396 3.787 -0.04 0.97 0.56
C 8.735 2.145 2.117 -0.18 0.38 0.21
O 0.122 -2.200 -0.592 -0.10 0.23 0.42
H 0.459 -1.784 6.887 0.09 0.09 -0.07
H 3.902 -4.173 -7.586 0.04 0.01 0.03
C -5.346 2.743 1.330 -0.39 0.71 -0.15
H 8.294 2.694 2.954 0.06 -0.13 0.04
C 4.192 2.157 1.108 -0.12 -1.10 -0.33
C 2.377 2.750 -2.415 -0.24 1.27 0.27
H -2.124 -0.545 -2.437 -0.14 0.22 0.11
H 5.771 1.233 0.015 0.04 0.01 0.20
C -1.654 0.292 -2.967 -0.01 0.77 0.04
H 7.903 1.551 0.216 -0.17 0.07 -0.02
C -1.778 -1.447 0.557 -0.19 0.17 0.25
C -1.508 0.693 1.882 -0.05 0.36 0.18
C 0.429 -0.296 0.836 -0.34 0.22 0.55
H 1.483 -1.119 -5.454 0.20 -0.17 -0.21
H -1.294 -3.728 2.790 0.02 -0.29 0.00
C 2.352 -3.719 -3.950 -0.14 0.12 0.44
Cl -8.120 -1.370 1.508 -0.08 0.17 -0.12
H 4.258 1.418 1.913 0.14 0.50 0.37
C -3.375 1.532 -1.870 -0.15 0.29 0.38
C 2.711 -2.903 -6.272 0.44 -0.44 -0.04
O 2.494 -2.001 -7.054 -0.20 0.27 -0.04
H 0.414 1.465 2.141 0.15 0.07 -0.31
C -0.472 -1.372 0.285 0.16 -0.26 -1.09
H 1.828 4.819 -2.114 0.14 0.19 -0.17
C 7.846 2.408 0.900 0.82 -0.03 0.00
H -0.425 -0.522 4.929 0.10 -0.06 0.15
O 6.532 2.631 1.338 -0.36 -0.28 0.12
C -0.139 0.266 -2.784 -0.57 0.24 -0.53
H -6.737 1.844 3.483 -0.15 0.29 0.09
O -4.958 2.082 2.507 0.48 -0.12 0.16
O 1.624 -0.362 0.633 0.23 -0.25 -0.51
H -3.554 -3.127 3.033 -0.28 -0.03 0.06
H -6.667 1.122 0.827 -0.05 0.06 -0.09
C -0.784 -1.531 5.152 -0.18 0.32 -0.41
C -2.392 -0.399 1.364 0.27 -0.80 -0.20
H 3.783 3.106 1.438 0.07 0.06 0.11
H 0.234 -0.749 -2.736 0.08 -0.04 -0.06
H -4.601 2.117 -3.574 0.30 0.05 0.02
H 3.089 4.231 -1.016 -0.29 -0.06 0.01
C 4.623 -0.030 -3.179 0.07 -0.38 -0.57
C -5.775 2.347 3.633 -0.09 -0.42 0.06
O 4.349 -6.144 -5.878 0.21 -0.12 -0.05
H -5.501 1.266 -2.359 0.22 0.00 0.27
C -3.085 -3.396 3.974 0.63 -0.34 0.10
O -1.041 -2.062 3.857 0.11 -0.14 -0.23
H 3.487 1.636 0.449 -0.06 0.52 -0.23
H -4.411 0.373 -3.383 0.09 0.07 0.02
H -3.337 0.784 -1.064 -0.27 -0.18 -0.18
H -5.097 0.666 4.814 -0.26 0.05 0.03
H 5.517 0.402 -2.733 -0.07 -0.07 0.24
H 0.132 0.826 -1.891 -0.04 -0.11 0.13
C -6.628 2.209 0.738 -0.58 -0.09 -0.52
C 3.357 0.660 -2.742 -0.57 0.07 -0.03
Cl -6.076 -1.916 3.466 -0.12 -0.01 0.25
H -1.068 -4.001 4.544 -0.04 -0.24 -0.18
H 1.149 -2.501 5.404 0.03 0.19 -0.05
C 5.532 2.232 0.418 0.14 -0.09 -0.44
H 5.533 2.880 -0.471 -0.15 0.18 0.20
H 3.572 4.565 -2.609 -0.38 0.09 -0.53
H 4.751 0.011 -4.266 -0.01 0.30 0.08
C -5.078 1.758 4.843 0.59 -0.22 -0.26
H -1.720 -1.395 5.713 0.04 -0.20 0.02
H 4.561 -1.101 -2.964 0.11 0.08 0.27
C 3.501 -4.082 -6.586 -0.10 0.29 -0.29
O 3.574 2.053 -2.573 0.29 -0.67 -0.21
H -1.947 0.261 -4.020 0.19 -0.54 -0.05
H -3.055 1.373 2.734 -0.13 0.17 -0.25
H 8.227 3.284 0.358 -0.14 -0.02 -0.05
H 8.799 1.091 2.381 -0.15 -0.02 0.01
H -5.834 -0.684 1.538 -0.17 0.13 -0.12
C 3.043 -4.942 -4.297 -0.04 0.35 0.28
O -2.125 1.572 -2.507 0.40 -0.37 0.17
C -0.194 0.737 1.619 -0.02 0.18 0.57
H 1.010 -1.829 -0.742 0.20 -0.15 0.23
C -4.517 1.316 -2.838 -0.61 -0.37 -0.25
C 0.232 -2.311 5.960 -0.23 -0.38 0.19
H -5.923 3.428 3.733 -0.07 -0.01 0.02
H 1.989 -3.570 -2.941 -0.05 -0.25 -0.02
H -0.171 -3.283 6.256 0.05 0.06 0.03
H 1.763 2.318 -1.616 0.02 -0.13 -0.01
H 9.750 2.527 2.004 -0.01 -0.06 -0.24
H -6.709 2.468 -0.323 0.24 -0.11 0.04
H -3.494 2.493 -1.360 0.08 0.03 -0.16
C 2.165 -2.771 -4.873 0.32 -0.32 -0.46
H -4.541 2.659 0.603 0.18 -0.21 0.20
H 4.302 -6.674 -5.061 -0.08 0.01 0.08
H 2.933 0.226 -1.821 0.31 0.14 0.12
C 3.679 -5.027 -5.657 -0.21 -0.26 -0.15
H 1.760 2.773 -3.325 0.17 -0.37 -0.14
Cl -5.760 -2.866 0.753 0.02 -0.13 -0.13
H -4.014 2.012 4.795 -0.12 0.26 0.18
H -7.542 2.628 1.166 0.16 -0.11 0.36
O 3.155 -5.900 -3.558 0.15 -0.14 -0.03
H 2.565 0.502 -3.488 0.17 0.07 -0.07
H 0.307 0.775 -3.639 0.22 -0.03 0.12
C -6.398 -1.577 1.771 0.30 -0.12 0.16
O -2.106 1.608 2.631 -0.02 -0.24 0.10
H -3.388 -2.692 4.749 0.06 0.11 -0.05
O 1.518 -1.654 -4.642 -0.44 0.56 0.38
C 2.716 4.194 -2.047 0.44 -0.48 0.83

16
Properties=species:S:1:pos:R:3:forces:R:3 method="wB97M-V/def2-TZVPD" total_charge=0 relative_energy_ev=2.456
H -0.100 -1.537 -1.183 0.10 0.15 -0.02
H 0.743 -0.654 -2.508 -0.10 0.02 0.10
H -0.180 -1.586 1.361 -0.12 0.09 0.14
H 2.252 1.268 0.779 -0.05 -0.12 -0.07
H -1.678 -0.944 0.657 -0.05 -0.06 0.15
H -1.715 -1.752 2.258 0.06 0.12 -0.14
H 2.827 -0.352 0.061 -0.14 0.09 -0.01
H -1.545 2.594 -0.557 0.04 -0.03 0.05
O -0.865 0.383 -1.601 -0.08 0.11 -0.01
H -0.962 -0.138 2.065 0.03 -0.19 -0.04
C -1.136 -1.107 1.592 0.02 -0.01 -0.03
C -0.267 1.216 -0.672 -0.02 0.44 0.24
C 0.244 -0.562 -1.540 0.18 -0.28 -0.09
C 2.060 0.414 0.135 -0.15 0.01 -0.11
N -0.643 2.305 -0.175 0.02 -0.34 -0.25
C 0.922 0.340 -0.535 0.27 0.00 0.08

17
Properties=species:S:1:pos:R:3:forces:R:3 method="wB97M-V/def2-TZVPD" total_charge=+1 relative_energy_ev=9.130
H 1.239 -0.500 -1.143 -0.07 0.42 -0.09
C -2.174 -0.998 0.889 -0.32 1.04 0.61
H -3.379 0.424 -0.823 -3.01 -0.26 0.94
H 2.381 0.595 -1.549 1.49 0.27 -0.49
C 1.931 0.553 0.618 -1.82 -2.57 0.49
H -2.415 -1.971 0.541 -1.17 -0.95 -0.87
H 0.061 1.429 -2.153 -1.39 -1.43 -2.37
H -2.915 -0.570 1.594 -0.45 0.00 -1.09
N 1.565 0.471 -0.989 -1.18 0.10 1.77
H -1.467 -1.344 1.615 1.52 0.49 0.07
O 2.878 -0.410 0.868 -0.16 -0.11 -0.22
C 0.689 1.563 -1.355 1.15 1.15 3.11
C -1.661 -0.193 -0.282 1.62 -0.07 0.98
O -2.473 0.476 -1.004 2.25 0.18 -0.82
H 0.882 0.318 1.066 1.80 0.54 -0.83
H 2.507 -1.281 1.054 -0.06 0.06 -0.02
H 2.351 1.440 1.054 -0.21 1.14 -1.17

61
Properties=species:S:1:pos:R:3:forces:R:3 method="wB97M-V/def2-TZVPD" total_charge=0 relative_energy_ev=0.864
H -0.363 -0.435 3.363 0.11 -0.67 -0.33
F 1.836 2.080 5.808 -0.13 0.31 0.15
H 3.303 -3.158 -1.599 -0.12 0.34 0.00
H -1.669 -1.457 -2.864 -0.13 -0.07 0.38
H 2.396 -2.097 -2.712 -0.04 -0.10 0.16
H 0.669 -1.753 3.995 -0.29 -0.16 -0.89
H 2.120 0.201 -1.880 -0.76 -0.08 -0.06
H 1.028 -4.534 0.095 -0.29 -0.28 -0.24
H -2.950 1.384 -3.538 0.01 0.28 0.18
H 2.278 -2.267 1.970 0.15 0.05 -0.34
H -0.946 1.970 0.080 0.21 -0.09 -0.21
F -0.565 6.581 3.817 0.05 -0.24 0.14
C -2.004 1.581 -3.028 -0.45 0.21 0.09
H -0.270 2.803 -3.450 -0.29 -0.18 -0.07
C 1.224 3.172 5.313 -0.22 0.16 -0.90
C 0.927 3.202 3.918 -0.56 1.73 1.48
H 1.574 -4.299 -1.580 -0.14 -0.20 0.32
C 1.232 0.686 -2.315 -0.01 -0.68 0.81
C 0.282 4.388 3.466 0.33 -0.46 0.37
F -0.031 4.485 2.155 -0.02 0.20 0.40
H 0.727 1.402 -5.167 -0.12 -0.25 0.22
H -2.797 -4.253 0.805 -0.09 0.16 -0.01
H -2.912 1.223 -1.178 0.15 -0.08 -0.29
H 1.280 1.726 -0.517 -0.28 0.20 -0.21
C 0.615 1.712 -1.399 0.73 0.34 1.02
C 2.774 -2.196 -1.690 0.19 0.27 -0.38
H 1.085 -0.821 -3.770 0.41 0.63 -0.04
P 1.416 -2.179 -0.410 2.27 0.43 -1.38
H -0.606 -3.864 -2.471 0.38 -0.32 0.54
H -3.153 -1.106 -1.968 0.46 -0.38 0.12
H 0.666 2.740 -1.777 -0.30 -0.22 0.12
H -3.704 -4.142 -0.725 0.15 0.10 0.14
C -3.123 -3.572 0.013 -0.60 -0.15 -0.35
C -0.556 -4.023 -1.373 -0.51 -0.10 -0.37
S 1.345 1.959 2.888 0.32 -1.65 -1.30
C -0.002 0.935 -4.482 -0.94 0.14 -0.10
C -0.774 1.340 -0.809 0.20 0.80 0.03
F 0.082 6.425 6.475 -0.05 0.12 0.15
C -1.974 1.435 -1.705 0.10 -0.71 0.04
C 0.937 4.227 6.163 -0.05 0.33 -0.12
H -0.595 0.254 -5.104 -0.03 0.03 0.04
H -3.024 -2.627 -2.891 0.66 0.14 0.94
H 3.549 -2.631 0.749 -0.11 0.06 0.18
C -0.905 2.051 -3.927 0.43 0.13 -0.66
H -1.360 2.555 -4.791 0.04 -0.06 0.21
P -1.685 -2.724 -0.710 -1.42 -0.73 -1.07
C -2.451 -1.914 -2.238 0.09 0.18 0.00
C 0.324 5.384 5.670 0.08 -0.57 -0.80
C -0.007 5.455 4.305 0.31 -0.24 0.50
C 0.875 -3.946 -0.817 0.56 0.26 0.42
C 0.751 0.177 -3.442 0.65 -0.28 -0.81
H -3.783 -2.792 0.432 0.28 -0.40 -0.03
C -0.213 -1.538 3.363 -0.28 -0.17 0.27
H -1.079 -2.066 3.765 0.04 0.34 0.56
H -0.743 0.313 -0.392 0.12 0.24 -0.29
C 2.667 -2.021 0.972 -0.06 -0.59 0.33
F 1.289 4.172 7.467 -0.16 0.01 -0.32
H -0.999 -5.012 -1.155 0.12 0.43 -0.21
H 2.983 -0.960 1.014 -0.38 -0.42 -0.20
Hg -0.499 -2.239 1.353 -0.44 2.09 1.57
H 3.509 -1.393 -1.542 -0.32 -0.18 0.11

Number 1: orbital gap 7.824 eV. Number 2: orbital gap 10.376 eV. Number 3: orbital gap 7.305 eV. Number 4: orbital gap 4.074 eV.